Version 1
71
Properties=species:S:1:pos:R:3 method="wB97M-V/def2-TZVPD" homo_lumo_gap_ha=0.218 homo_ev=-6.653
Sr -0.48162 -0.68623 0.52170
Br 2.58263 -2.78601 7.45555
O 2.15150 -0.56677 -0.50131
O 0.97750 -1.97754 1.74048
O -1.80291 0.58566 -6.48916
N 0.25517 0.73310 2.52743
N -1.03027 -1.31193 -5.52171
N 0.00570 1.98410 0.03949
N -2.02119 0.21916 -1.75703
C 2.03351 -3.59421 4.76773
C -1.63176 -0.18049 -2.96612
C 3.23288 1.55724 -0.27123
C -0.00456 2.11990 2.45716
C 2.04748 -2.51188 5.65981
C -2.00188 -3.17426 -1.38216
C -0.13190 2.74116 1.16408
C 2.77071 0.48614 -1.23522
C 1.26768 -2.14391 2.95785
C -0.36831 4.13415 1.09450
C -2.66849 -2.57872 0.71238
C -0.54435 4.88994 2.27514
C 1.68204 -1.26739 5.22654
C 2.40697 -1.86679 -1.05213
C 1.55398 -2.18061 -2.26006
C -0.40972 4.73551 -0.18486
C -1.63121 -0.09152 -5.49427
C -1.13751 -3.79183 -0.46444
C -2.91500 1.20691 -1.70767
C 1.66886 -3.41897 3.46153
C -2.95088 -2.43097 -0.66692
C -3.00799 1.42290 -4.07749
C -0.04060 2.58317 -1.12428
C -0.22854 3.96720 -1.29634
C -0.48509 4.27238 3.48754
C -1.55335 -3.44588 0.82564
C -3.43780 1.83297 -2.82885
C 0.90001 0.29342 3.56490
C -0.22115 2.89275 3.57677
C -2.09401 0.37993 -4.14841
C 1.25271 -1.05758 3.89897
H 3.50966 2.46578 -0.81000
H -0.73603 5.95230 2.19104
H -1.96839 -3.29221 -2.46112
H -0.64208 4.83446 4.39871
H 2.20962 -2.56287 -0.23782
H -0.91706 -0.99248 -2.97866
H 2.32494 -4.57587 5.11966
H -0.24774 4.38319 -2.29375
H 1.66491 -1.43471 -3.05047
H -1.10091 -3.76598 1.75267
H 1.27444 1.02409 4.28781
H 4.09834 1.20976 0.29315
H 3.46940 -1.92762 -1.31090
H 3.63240 0.08598 -1.77934
H -0.58257 5.80218 -0.26021
H -3.36472 1.87778 -4.99191
H -0.20973 2.43154 4.55448
H 2.44691 1.80508 0.43875
H -4.16332 2.62581 -2.70999
H -0.31066 -4.44477 -0.71024
H 1.66972 -4.24969 2.76776
H 1.84504 -3.14821 -2.67558
H -3.28426 -2.23752 1.53518
H -3.23188 1.52178 -0.71814
H -1.14478 -1.96143 -4.76246
H -0.81582 -1.68530 -6.43150
H -3.75715 -1.84220 -1.08181
H 1.70215 -0.42853 5.91264
H 2.08028 0.88630 -1.98590
H 0.06043 1.95108 -2.00064
H 0.49959 -2.28196 -1.98694

---

Version 2
71
Properties=species:S:1:pos:R:3 method="wB97M-V/def2-TZVPD" homo_lumo_gap_ha=0.221 homo_ev=-6.542
Sr 0.14469 0.50676 -0.06064
Br -3.51389 -3.24874 5.77439
O 2.28833 -0.60264 -5.37748
O -1.69484 0.13909 1.18603
O -1.83320 0.21954 -1.83033
N 2.23321 -0.98184 -0.74492
N 0.00274 -2.00683 0.45312
N 3.35109 1.03706 -6.48661
N 0.95316 1.85221 -2.38744
C 1.92268 -2.27200 -0.98479
C 1.39508 1.09509 -3.37581
C -3.06756 -0.15516 3.06387
C 1.21875 -4.93006 -1.49635
C -2.91869 -2.19754 4.31043
C 0.17447 2.34559 2.36547
C 0.43184 -4.14492 -0.64380
C -1.96428 -2.68145 3.45556
C 2.34350 -4.41738 -2.08160
C -3.18288 -1.76505 -1.18414
C 3.31693 -0.47523 -1.27681
C -3.47479 -0.92812 4.11169
C 2.56620 0.57831 -5.48295
C 0.54984 4.01070 0.87797
C -0.57215 -2.52637 1.49452
C -2.21876 -1.10686 -2.16070
C 4.18274 -1.19624 -2.11717
C 1.84161 3.75596 -3.51837
C -0.36399 3.50255 1.80116
C 1.17490 3.16166 -2.45369
C -2.89524 1.16108 -1.77661
C 2.32029 2.95909 -4.54413
C 2.10041 1.58313 -4.47872
C 2.71819 -3.07892 -1.83600
C 1.66498 3.17115 0.84681
C -2.06115 -0.59121 2.14623
C -2.32407 2.55054 -1.59173
C 1.43659 2.11430 1.76366
C 3.86859 -2.49724 -2.40886
C -1.51321 -1.91138 2.36489
C 0.77029 -2.83298 -0.35518
H -3.48495 0.82990 2.90992
H -0.33214 -3.56225 1.76496
H 5.05746 -0.71333 -2.52697
H 1.98768 4.82506 -3.53035
H 0.81235 3.74009 -1.61409
H 2.84436 3.41800 -5.37194
H -3.28224 -2.82099 -1.43324
H 3.52092 0.56585 -1.04832
H -2.63673 -1.10792 -3.17857
H 3.67516 0.37061 -7.16593
H -3.13329 3.27731 -1.54639
H -4.22899 -0.56445 4.79704
H -1.54818 -3.66893 3.60997
H -0.47253 -4.56652 -0.22717
H -1.77211 2.63024 -0.65076
H -1.32302 3.93685 2.04518
H -3.55746 0.92038 -0.93800
H -2.79854 -1.67815 -0.17335
H -1.67232 2.81482 -2.42219
H 0.91671 -5.94914 -1.69324
H 1.19471 0.03245 -3.31696
H 4.48456 -3.09089 -3.07070
H 3.62403 1.99559 -6.57894
H -0.29933 1.71241 3.10150
H -4.17766 -1.32404 -1.22336
H 2.15960 1.36066 2.05553
H 0.42698 4.92423 0.30998
H 2.95313 -5.01611 -2.74328
H -1.28414 -1.67596 -2.18741
H -3.47279 1.09788 -2.71137
H 2.55952 3.30965 0.25246

---

Which is most stable, and by how much? version 2, by 34.8 kJ/mol.

---

Version 1
15
Properties=species:S:1:pos:R:3 method="wB97M-V/def2-TZVPD" homo_lumo_gap_ha="0.264 / 0.291" homo_ev="-7.307 / -7.996" smiles="CPC1=NCCS1"
S 0.60029 1.34825 0.19479
P -1.89873 -0.52519 0.79718
N 0.87958 -1.37145 0.57084
C 1.98601 -0.87584 -0.10782
C -2.75695 0.66137 -0.37598
C -0.23757 -0.08806 0.43480
C 2.27245 0.56987 0.39072
H -3.88135 0.55734 -0.38683
H 2.85263 1.01720 -0.36452
H -2.40336 0.35525 -1.39592
H -1.77927 -1.61697 -0.03481
H -2.58430 1.72042 -0.06395
H 2.35149 0.62489 1.49475
H 1.81038 -0.85767 -1.17893
H 2.78869 -1.51943 0.02568

---

Version 2
15
Properties=species:S:1:pos:R:3 method="wB97M-V/def2-TZVPD" homo_lumo_gap_ha=0.295 homo_ev=-8.589 smiles="CC=C=N.PC=S"
S 2.61133 -1.24685 -0.54428
P 0.43376 -2.43681 -2.33503
N -0.37956 -0.69145 2.79591
C -0.83328 1.98066 0.44348
C 1.14476 -1.12677 -1.19154
C -0.22269 0.06334 1.86070
C 0.14298 1.05658 1.07202
H 1.28675 1.17670 0.93891
H -0.41934 2.48244 -0.40654
H 0.25193 -1.30703 -3.25443
H -1.71840 1.50242 0.04143
H -0.62680 -1.67146 2.54316
H 0.53010 -0.22130 -1.22348
H -0.93875 -2.19144 -1.90013
H -1.26279 2.63097 1.15981

---

Which is most stable, and by how much? version 2, by 56.7 kJ/mol.

---

Version 1
8
Properties=species:S:1:pos:R:3 method="wB97M-V/def2-TZVPD" homo_lumo_gap_ha=0.405 homo_ev=-10.425 smiles=BrCCBr
Br 1.15029 -2.03601 0.35907
Br -0.23835 2.32589 0.12532
C -0.11614 -0.55379 0.54029
C -0.00051 0.48957 -0.55508
H 0.03445 -0.03327 1.48605
H -0.73555 0.32186 -1.34229
H -1.07752 -1.05028 0.40860
H 0.98334 0.53603 -1.02196

---

Version 2
8
Properties=species:S:1:pos:R:3 method="wB97M-V/def2-TZVPD" homo_lumo_gap_ha=0.408 homo_ev=-10.449 smiles=BrCCBr
Br 0.60255 -2.15574 0.58697
Br -0.76820 2.03298 -0.74685
C -0.31013 -0.43287 0.52434
C 0.35102 0.44277 -0.49064
H 1.32088 0.83722 -0.21217
H -1.34354 -0.62729 0.25778
H -0.26566 -0.05120 1.53810
H 0.41308 -0.04587 -1.45754

---

Which is most stable, and by how much? version 2, by 22.6 kJ/mol.

---

Version 1
6
Properties=species:S:1:pos:R:3 method="wB97M-V/def2-TZVPD" homo_lumo_gap_ha=0.297 homo_ev=-9.267
S 2.20057 0.63738 0.06160
O -0.99131 -1.42810 0.18053
C -0.45026 -0.43739 -0.27300
C 0.73299 0.16800 0.17929
H -0.87233 0.23008 -1.10561
H -0.61966 0.83003 0.95718

---

Version 2
6
Properties=species:S:1:pos:R:3 method="wB97M-V/def2-TZVPD" homo_lumo_gap_ha=0.294 homo_ev=-9.146
S 1.46273 -0.93630 -0.73904
O 2.96998 0.82706 -2.24024
C 3.26556 0.21742 -1.30659
C 0.35471 -0.45626 0.47353
H -0.19136 0.43559 0.24786
H 0.09357 -1.06872 1.31888

---

Which is most stable, and by how much? version 2, by 161.8 kJ/mol.

---

Version 1
25
Properties=species:S:1:pos:R:3 method="wB97M-V/def2-TZVPD" homo_lumo_gap_ha=0.227 homo_ev=-15.354 total_charge=+2
S -2.43429 -0.94327 -2.38599
S 0.30439 2.35880 -0.17429
S 0.51323 -2.77448 -4.08747
S 0.66746 -1.79675 -1.39877
N 0.02549 -1.90011 -2.82423
N 0.10487 -0.19640 0.87558
N -2.44954 0.88941 -0.22008
C 1.16340 0.84156 0.53542
C -0.48265 -0.70793 -0.43860
C -1.61282 -0.30584 -1.11264
C 1.87083 1.46755 1.71007
C 0.66777 -1.45566 1.54345
H -0.35254 -1.97252 -5.00935
H 1.25929 2.14239 2.21271
H -2.49579 0.44600 0.69164
H -0.61565 0.38114 1.26582
H 2.76999 1.95492 1.45014
H 0.18825 -2.39179 1.26971
H 2.00383 0.60404 2.45737
H -1.91628 1.71713 -0.54134
H 0.28627 3.14040 0.97363
H 0.32346 -1.26126 2.59752
H 1.74879 -1.72529 1.47607
H -3.36778 0.87963 -0.64632
H 1.83001 0.60834 -0.22007

---

Version 2
25
Properties=species:S:1:pos:R:3 method="wB97M-V/def2-TZVPD" homo_lumo_gap_ha=0.271 homo_ev=-15.866 total_charge=+2
S -3.59535 1.26329 3.89398
S 0.49666 1.01145 -2.27042
S -1.11946 1.65884 2.18760
S -1.96022 -1.05706 3.82464
N 0.94991 -0.93617 -0.50190
N -2.27872 0.40272 3.34453
N -0.09446 3.24501 1.21211
C 0.41459 -0.81028 -1.90878
C 0.29308 -0.06287 0.36456
C -0.34528 0.55773 1.18356
C 1.23280 -1.62266 -2.88522
C 0.89030 -2.31941 0.03473
H -3.32922 2.39051 3.19289
H 1.53313 -2.97736 -0.54502
H 1.22663 -2.32215 1.07078
H 0.92426 -1.39015 -3.90296
H 2.29431 -1.38958 -2.80553
H 1.94242 -0.65440 -0.54675
H -0.13519 -2.68506 -0.00579
H -0.26899 3.25536 0.20974
H -0.48206 4.09388 1.62174
H 0.05642 0.92776 -3.51697
H -0.63566 -1.11347 -1.89032
H 1.08374 -2.69206 -2.75188
H 0.90633 3.22615 1.39068

---

Which is most stable, and by how much? version 2, by 144.4 kJ/mol.

---

Version 1
19
Properties=species:S:1:pos:R:3 method="wB97M-V/def2-TZVPD" homo_lumo_gap_ha=0.296 homo_ev=-3.872 total_charge=-1
O -0.61708 -0.72139 2.28407
O -0.07421 1.11920 0.61291
O 1.80832 2.40353 1.89251
N 0.31156 -2.05247 -0.21317
C -0.10498 0.05291 -1.60446
C -0.76690 1.00223 -0.57070
C -0.40695 -1.44375 -1.35007
H 1.20424 -1.59854 -0.07384
H 0.21396 -0.71959 2.77246
H 0.98058 0.15126 -1.53170
H 0.90603 2.73502 1.73447
H -0.16930 -1.81163 0.64916
H -0.49218 0.27381 -2.60006
H -0.43726 0.02850 1.57313
H -0.69297 1.97028 -1.08851
H -0.05757 -1.98213 -2.23592
H 1.67176 1.56909 1.41176
H -1.48117 -1.62311 -1.25093
H -1.79589 0.64679 -0.41111

---

Version 2
19
Properties=species:S:1:pos:R:3 method="wB97M-V/def2-TZVPD" homo_lumo_gap_ha=0.291 homo_ev=-4.171 total_charge=-1
O 0.57460 3.37476 -0.03017
O 2.93978 0.75867 -0.19130
O 0.99355 0.70915 1.29225
N -1.19937 0.11814 0.24871
C -0.10571 -0.06776 1.37307
C -0.58733 -1.85373 -1.22424
C -1.62326 -1.13518 -0.34492
H 0.07601 -1.08851 -1.70722
H -2.65780 -0.91798 -0.76233
H 0.31284 -0.99914 1.46267
H -2.01737 -1.96113 0.33458
H 1.78794 0.50766 0.56465
H -0.53424 -0.07911 2.41968
H 1.38051 2.83646 -0.01054
H -0.21358 -2.65828 -0.53827
H -0.84968 0.66256 -0.49493
H -0.02678 2.75442 0.39399
H 2.83669 1.47518 -0.67285
H -1.08680 -2.43618 -2.11284

---

Which is most stable, and by how much? version 1, by 211.0 kJ/mol.